This record from OMol25 describes C3H7BClFHfO3 as an isolated structure. The level of theory is ωB97M-V with the def2-TZVPD basis set.

The spin multiplicity is 1. As for the total energy: -26564.3982 eV. Its charge is +2.

Geometry (Å):
Hf 1.42 -3.74 0.94
B 0.64 -1.79 2.14
H 1.23 -2.66 2.70
H 0.37 -0.88 2.82
H 1.21 -1.45 1.16
H -0.44 -2.28 1.87
Cl 0.76 -2.56 -1.22
C -0.97 0.87 -1.68
C 0.31 1.72 -1.60
O 0.27 2.25 -0.27
C -0.90 1.98 0.36
O -1.35 2.43 1.36
O -1.64 1.21 -0.48
F 0.29 2.76 -2.44
H -0.86 -0.21 -1.67
H -1.59 1.23 -2.50
H 1.24 1.14 -1.52

Results of the Löwdin charge analysis, in e, for atoms 1 through 8: Hf 1.967; B -0.300; H -0.028; H 0.096; H -0.003; H 0.091; Cl 0.178; C -0.054